This record from OMol25 describes a cluster of 6 separate species, C28H39N7O3PS in total in a non-equilibrium geometry. The level of theory is wB97M-V/def2-TZVPD.

```
79
Properties=species:S:1:pos:R:3
C 5.82574 -3.18742 0.29901
C 6.09948 -1.78198 -0.51764
C 4.71035 -1.09503 -1.17059
C 3.42586 -2.03825 -0.78591
N 2.94211 -3.21495 -1.31201
C 1.98964 -3.76296 -0.22550
C 1.28735 -2.57096 0.63402
N 1.03836 -2.71737 2.11734
C 0.84960 -1.46515 2.71568
S 1.30760 0.06663 3.38820
P -0.47192 -2.33517 -0.06286
O -1.56903 -2.78199 1.02921
O -0.87081 -0.70800 -0.54061
O -0.81372 -3.35618 -1.47377
C 2.44666 -1.43411 0.42589
H 5.07699 -3.06584 1.20532
H 6.85034 -3.57312 0.76528
H 5.42005 -4.01243 -0.44193
H 6.92053 -1.99848 -1.35120
H 6.56757 -1.00384 0.25721
H 4.83688 -0.81843 -2.28726
H 4.58028 -0.07240 -0.57564
H 3.28995 -3.67062 -2.18241
H 1.32268 -4.63679 -0.66919
H 2.63885 -4.39220 0.58103
H -0.03558 -0.29363 -0.93999
H -1.56276 -2.94648 -2.01353
H 3.24437 -1.32722 1.28828
H 2.10199 -0.29273 0.24794
N 0.03783 3.32242 2.68698
C 0.29719 3.85139 1.44946
C -0.23215 5.12201 1.41024
C -0.82652 5.37026 2.67053
C -0.64251 4.24350 3.44027
H 0.30714 2.39753 2.99630
H 0.83337 3.27934 0.70416
H -0.19326 5.79761 0.56562
H -1.33357 6.27394 2.98319
H -0.93782 4.01843 4.45638
N 0.56099 -5.99692 -2.92998
C 0.93683 -5.26329 -4.02501
C 1.74221 -6.05568 -4.81220
C 1.85111 -7.31343 -4.17233
C 1.10956 -7.25021 -3.01386
H -0.02950 -5.66569 -2.17816
H 0.60122 -4.24243 -4.14920
H 2.20069 -5.76019 -5.74698
H 2.40974 -8.17299 -4.51957
H 0.92684 -7.98738 -2.24343
N -1.68571 2.67898 7.16685
C -2.38731 2.97737 8.30583
C -3.51146 2.18257 8.33377
C -3.48380 1.37212 7.17376
C -2.34413 1.69738 6.47283
H -0.81752 3.11427 6.88329
H -2.02837 3.72882 8.99626
H -4.26892 2.18527 9.10680
H -4.21603 0.63056 6.88151
H -1.94707 1.31630 5.54144
N -2.36206 6.16698 -1.17825
C -2.10270 6.69595 -2.41577
C -2.63204 7.96657 -2.45498
C -3.22641 8.21482 -1.19469
C -3.04240 7.08806 -0.42496
H -2.09276 5.24208 -0.86892
H -1.56652 6.12390 -3.16107
H -2.59316 8.64217 -3.29960
H -3.73346 9.11850 -0.88203
H -3.33772 6.86299 0.59116
N -3.02156 -1.01995 -3.35253
C -4.31487 -1.41292 -3.57933
C -4.60948 -1.16483 -4.90140
C -3.45111 -0.60808 -5.49423
C -2.48511 -0.53266 -4.51593
H -2.53829 -1.08085 -2.46575
H -4.91374 -1.83286 -2.78232
H -5.55601 -1.36449 -5.38673
H -3.33399 -0.29637 -6.52409
H -1.46506 -0.17369 -4.54766
```

charge = +1
Kohn-Sham gap = 4.24 eV
LUMO level = -5.2 eV

Here are the Mulliken charges for atoms 1 to 5, given in e: -0.771, -0.461, -0.593, 0.003, 0.137

This record from OMol25 describes a structure of composition C26H52AsClHfN2O9Si. The level of theory is wB97M-V/def2-TZVPD.

```
93
Properties=species:S:1:pos:R:3
Hf -0.08560 -0.67300 -1.10283
C 1.74374 -2.67625 2.45431
C 0.57834 -2.13075 1.70180
O 0.74303 -1.65827 0.53482
N -0.61939 -2.17346 2.24233
C -1.79490 -1.46687 1.72095
C -2.47471 -2.10371 0.52548
C -3.61592 -2.86164 0.69688
C -4.30846 -3.33617 -0.40913
C -3.83070 -3.04421 -1.67559
C -2.66272 -2.32154 -1.78281
N -1.99527 -1.84543 -0.71527
H 2.64170 -2.60991 1.84827
H 1.56784 -3.71690 2.73037
H 1.88675 -2.10323 3.37157
H -0.68869 -2.57674 3.16551
H -1.49993 -0.44261 1.50213
H -2.51367 -1.41334 2.53401
H -3.98153 -3.05392 1.69640
H -5.21583 -3.91095 -0.28042
H -4.34522 -3.37372 -2.56656
H -2.24774 -2.08657 -2.75564
O 0.68526 0.42316 -4.76237
Cl 0.30193 0.84240 -3.48090
O 0.08063 2.21935 -3.33281
O -0.90983 0.06637 -3.02837
O 1.29975 0.36623 -2.45744
C -0.38049 -3.00853 -4.91931
C 1.05825 -2.95713 -4.41525
As 1.21354 -2.92876 -2.47492
C 0.90580 -4.77235 -1.93059
C -0.53911 -5.06701 -1.53581
C 3.13085 -2.69346 -2.20481
C 3.99087 -3.70763 -2.95449
H -0.38921 -3.04154 -6.00831
H -0.93891 -2.11845 -4.62618
H -0.90624 -3.89662 -4.56298
H 1.56501 -2.06241 -4.78077
H 1.62603 -3.82067 -4.76337
H 1.58256 -4.96292 -1.09487
H 1.22943 -5.40831 -2.75547
H -0.84591 -4.46877 -0.67314
H -0.65420 -6.11725 -1.26865
H -1.23023 -4.86203 -2.35445
H 3.29580 -2.75440 -1.12630
H 3.35960 -1.66996 -2.50908
H 3.74635 -4.73081 -2.66770
H 5.04347 -3.54264 -2.72862
H 3.86809 -3.61634 -4.03277
C 2.75513 3.57057 -0.80775
C 2.35047 2.91640 0.50385
C 2.75842 1.44561 0.52690
C 2.95157 3.65570 1.68706
O 0.91176 3.04551 0.58407
Si -0.33349 2.12383 1.01278
O -0.47750 0.87608 -0.09991
O -0.16332 1.23796 2.37855
C -0.22594 1.65299 3.77506
C -1.50070 1.05686 4.35404
C -0.25425 3.17015 3.90241
C 1.00387 1.06997 4.45056
O -1.71290 2.94140 1.05058
C -2.18095 4.12877 0.34376
C -1.50956 5.35081 0.95057
C -3.68263 4.16138 0.56540
C -1.84298 3.98698 -1.13228
H 3.83804 3.54933 -0.93023
H 2.42577 4.60924 -0.82067
H 2.29388 3.05449 -1.65045
H 3.84486 1.36007 0.54036
H 2.40301 0.93884 -0.37537
H 2.35972 0.94862 1.41369
H 4.03850 3.67035 1.60732
H 2.68536 3.17382 2.62852
H 2.59299 4.68455 1.70938
H -2.36748 1.41436 3.79612
H -1.61800 1.34506 5.39813
H -1.46633 -0.03517 4.31099
H -1.17456 3.57394 3.48306
H 0.59468 3.62561 3.38947
H -0.20227 3.45066 4.95407
H 1.02591 -0.01496 4.32028
H 0.99335 1.28459 5.51871
H 1.91634 1.48742 4.02533
H -1.74389 5.42798 2.01258
H -1.86973 6.25343 0.45680
H -0.42820 5.29667 0.82794
H -3.90688 4.20658 1.63114
H -4.14979 3.26935 0.14626
H -4.11477 5.03800 0.08375
H -0.76230 3.96824 -1.28264
H -2.25045 4.82916 -1.69133
H -2.27493 3.06846 -1.53575
```

charge = +2
Kohn-Sham gap = 8.43 eV
LUMO level = -6.4 eV

Here are the Mulliken charges for atoms 1 to 5, given in e: 0.893, -1.656, 0.614, -0.473, 0.211

This record from OMol25 describes an isolated molecule of C4H9NO in a non-equilibrium geometry. The level of theory is wB97M-V/def2-TZVPD.

```
15
Properties=species:S:1:pos:R:3
C 0.80953 -2.61674 -0.20781
C 0.53428 -1.25556 0.31776
C 0.16639 -0.04579 -0.73885
C -0.28494 1.21055 -0.10206
N -1.58937 1.08128 0.58305
O 0.46216 2.24030 0.08513
H 1.85140 -2.91528 -0.40352
H 0.33590 -3.42960 0.45542
H 0.24426 -2.60454 -1.17233
H 1.50847 -0.81852 0.64198
H -0.32653 -1.31885 0.97596
H -0.33932 -0.50010 -1.54729
H 1.15790 0.17058 -1.15981
H -2.17953 0.27161 0.82840
H -2.17586 1.89864 1.00458
```

Kohn-Sham gap = 10.76 eV
LUMO level = 0.8 eV
SMILES = CCCC(N)=O

Here are the Mulliken charges for atoms 1 to 5, given in e: -0.923, -0.333, -0.800, 0.487, -0.409

This record from OMol25 describes a structure of composition C21H43N2P3SeTl in a non-equilibrium geometry. The level of theory is wB97M-V/def2-TZVPD.

```
71
Properties=species:S:1:pos:R:3
Tl 0.17436 -0.45141 0.34226
P -0.50483 -2.48201 2.07922
P -0.08021 -2.15212 -1.61381
P -0.07667 1.21698 2.30693
H -2.47799 5.69670 -6.24608
C -1.95877 6.45271 -5.65701
C -0.69392 6.82960 -5.95989
H -0.15539 6.38635 -6.79795
C -2.31168 -2.76749 2.18176
C 0.15802 -4.12805 1.62831
C -0.03661 -2.31200 3.84176
C 0.08475 -1.06559 -3.07131
C 1.09831 -3.51326 -1.89082
C -1.73231 -2.90467 -1.74734
C 0.10994 2.81727 1.44976
C 1.11676 1.22461 3.68240
C -1.72049 1.26811 3.08496
H -2.50641 6.92192 -4.83971
H -0.18090 7.60376 -5.38866
H -2.52908 -3.64475 2.80826
H -2.73879 -2.92877 1.18368
H -2.81038 -1.89200 2.61881
H -0.06820 -4.84792 2.42956
H 1.24881 -4.09326 1.49432
H -0.28738 -4.49810 0.69437
H -0.38535 -3.19488 4.40045
H -0.49875 -1.41902 4.28664
H 1.05339 -2.23237 3.96765
H 0.27165 -1.66260 -3.97458
H 0.93518 -0.38865 -2.90381
H -0.81598 -0.45167 -3.20934
H 0.62733 -4.31616 -2.48516
H 1.43040 -3.92723 -0.92436
H 1.97907 -3.13266 -2.43312
H -1.75706 -3.54577 -2.64137
H -2.49225 -2.10941 -1.82958
H -1.96266 -3.51322 -0.85896
H 0.19634 3.63365 2.18077
H -0.74302 3.00616 0.78182
H 1.02080 2.78448 0.83512
H 0.87107 2.05086 4.37239
H 2.13617 1.36860 3.28765
H 1.08870 0.27117 4.23736
H -1.69484 1.95891 3.94282
H -2.00987 0.26536 3.43765
H -2.46467 1.60250 2.34509
C -2.41057 1.53198 -1.26004
C -1.27954 2.01825 -1.95234
C -1.38675 3.09394 -2.82510
C -2.61020 3.74503 -3.00751
C -3.73372 3.29256 -2.29759
C -3.63727 2.20975 -1.43741
Se -2.56358 0.05274 -0.12200
H 0.94164 0.82698 -0.73222
H -0.29860 1.55924 -1.79650
H -0.50478 3.43296 -3.37123
H -2.68258 4.58887 -3.69153
H -4.69898 3.77751 -2.41212
H -4.51072 1.85665 -0.88813
C 5.29415 -2.80185 2.61866
N 4.36106 -1.97752 1.85668
C 4.69468 -0.98625 0.93206
C 3.50258 -0.49707 0.46429
N 2.46764 -1.17618 1.08542
C 3.01428 -2.05931 1.92465
H 5.93135 -3.40348 1.95658
H 5.94368 -2.18847 3.25721
H 4.71463 -3.47799 3.25480
H 5.71272 -0.72449 0.69329
H 3.32891 0.29095 -0.26950
H 2.50341 -2.76946 2.59065
```

charge = +3
Kohn-Sham gap (alpha / beta) = 3.89 / 2.84 eV
LUMO level (alpha / beta) = -11.1 / -12.2 eV

Here are the Mulliken charges for atoms 1 to 5, given in e: 1.440, 0.551, 0.762, 0.638, 0.280

This record from OMol25 describes a structure of composition C28H32AlN6O2. The level of theory is wB97M-V/def2-TZVPD.

```
69
Properties=species:S:1:pos:R:3
Al 0.69453 0.10724 -0.44310
C 0.50742 -4.13234 -1.30627
O 1.65587 -3.47186 -1.95699
C 1.55274 -2.21592 -1.69465
N 0.61730 -1.80972 -0.89258
C -0.08227 -3.03872 -0.39067
C -1.58889 -2.91480 -0.36994
C -2.40684 -3.93610 -0.83792
C -3.78791 -3.84377 -0.71189
C -4.36331 -2.74188 -0.10129
C -3.55337 -1.72447 0.38763
C -2.17786 -1.81381 0.25093
C 2.44837 -1.20858 -2.31027
C 3.42751 -1.34965 -3.27472
C 3.98185 -0.17847 -3.79680
C 3.49797 1.07688 -3.41342
C 2.51781 1.10345 -2.44290
N 2.07078 -0.01344 -1.87526
C 1.64511 2.20787 -1.97826
N 0.75541 1.93642 -1.07083
C -0.15429 3.09698 -0.97549
C 0.43501 4.07352 -2.02729
O 1.63814 3.36721 -2.53061
C -1.58109 2.68183 -1.23042
C -2.57419 3.65678 -1.19270
C -3.89469 3.32180 -1.44356
C -4.23959 2.00997 -1.74571
C -3.26071 1.02970 -1.79095
C -1.94106 1.37373 -1.52831
H -0.15513 -4.44395 -2.10889
H 0.89672 -4.99613 -0.77708
H 0.26575 -3.20678 0.63390
H -1.99440 -4.83075 -1.28435
H -4.41103 -4.64530 -1.08357
H -5.43738 -2.68021 0.00627
H -3.99337 -0.87552 0.89370
H -1.57213 -1.01626 0.67917
H 3.72837 -2.32789 -3.62552
H 4.75801 -0.24371 -4.54817
H 3.85000 1.98819 -3.87829
H -0.06288 3.52868 0.01784
H -0.21134 4.22163 -2.88907
H 0.76427 5.02750 -1.62820
H -2.32086 4.68527 -0.96033
H -4.65687 4.08795 -1.40976
H -5.26801 1.75437 -1.95987
H -3.51572 0.01388 -2.05715
H -1.19424 0.57091 -1.66435
C 0.94989 -0.49739 4.98110
N 1.28715 -0.75331 3.57205
C 1.46610 -2.16516 3.24398
C 1.20104 0.19272 2.62946
N 0.82436 -0.18587 1.36424
N 1.47480 1.45589 2.93148
C 0.96193 2.54724 2.12837
C 2.43258 1.84208 3.97913
H 0.22429 -1.24874 5.29043
H 0.49577 0.48169 5.09034
H 1.82691 -0.57475 5.62135
H 2.02993 -2.63364 4.04843
H 2.04608 -2.27521 2.32889
H 0.50601 -2.68401 3.16138
H 0.42923 -1.11711 1.46226
H -0.05758 2.32460 1.81266
H 1.60312 2.73996 1.26474
H 0.93787 3.44507 2.74223
H 2.97576 0.97455 4.33525
H 1.92876 2.33188 4.81068
H 3.14651 2.53773 3.53951
```

charge = +3
Kohn-Sham gap = 6.67 eV
LUMO level = -10.2 eV

Here are the Mulliken charges for atoms 1 to 5, given in e: -1.582, -0.523, -0.378, 0.614, 0.467

This record from OMol25 describes a cluster of 2 separate species, C4H5N3 in total in a non-equilibrium geometry. The level of theory is wB97M-V/def2-TZVPD.

```
12
Properties=species:S:1:pos:R:3
C 1.90613 -0.48024 1.20763
C 0.57117 -0.77596 0.96489
C -1.59632 1.18701 -1.16769
C -1.00473 0.13059 -0.66297
N 2.21769 0.38498 0.20871
N 1.23489 0.70846 -0.52616
N 0.19815 -0.04059 -0.15222
H 2.44485 -0.74621 1.97205
H -0.20882 -1.27052 1.49584
H -2.61335 1.08725 -1.53464
H -1.24673 2.05291 -0.65455
H -1.90293 -2.23767 -1.15090
```

Kohn-Sham gap (alpha / beta) = 9.14 / 8.31 eV
LUMO level (alpha / beta) = -0.9 / -0.6 eV

Here are the Mulliken charges for atoms 1 to 5, given in e: -0.443, -0.174, -0.596, -0.024, -0.383